No. 1
The following is a DFT calculation (wB97M-V/def2-TZVPD) of C37H43BrCl5GeN3O9W as an isolated structure at a distorted geometry.

XYZ file:
```
100
C37H43BrCl5GeN3O9W (wB97M-V/def2-TZVPD)
W -0.39999 -0.35449 0.08478
C -0.10331 1.50936 4.08491
C -0.38560 1.79171 2.61340
C -1.74449 2.45848 2.49865
C 0.71794 2.66332 2.04269
O -0.37093 0.49017 1.86286
Ge 0.53414 -1.12279 2.97331
O 2.01080 -0.48309 2.15223
C 3.35542 -0.76707 2.58561
C 3.52552 -0.36131 4.04677
C 4.26913 0.07017 1.70168
C 3.64422 -2.25128 2.39760
O -0.38195 -1.93641 1.31896
C -0.54299 -3.42333 1.19846
C 0.64671 -4.02918 0.47115
C -1.82659 -3.76397 0.45945
C -0.60761 -3.96846 2.61924
H -0.18410 2.45331 4.62424
H 0.91334 1.14432 4.24580
H -0.82327 0.82103 4.52628
H -1.71591 3.36730 3.10186
H -2.54311 1.82396 2.87947
H -1.96430 2.75848 1.48165
H 0.94639 3.46107 2.75114
H 0.41603 3.12697 1.10807
H 1.61972 2.07402 1.87808
H 3.31524 0.70263 4.17143
H 4.54734 -0.54605 4.38013
H 2.85845 -0.93067 4.69990
H 5.30748 -0.02694 2.02236
H 3.98681 1.12238 1.75978
H 4.20196 -0.25124 0.66099
H 3.00112 -2.85940 3.04209
H 4.67988 -2.48248 2.65018
H 3.46578 -2.53474 1.35933
H 0.65428 -3.75644 -0.58140
H 0.56397 -5.11418 0.55206
H 1.58802 -3.72122 0.92362
H -1.87936 -3.25860 -0.50144
H -2.71210 -3.53259 1.04789
H -1.82163 -4.83980 0.27752
H 0.35261 -3.89251 3.13465
H -0.85863 -5.02806 2.56483
H -1.37522 -3.46828 3.20931
C -4.70718 2.98113 -1.12932
C -3.21718 2.96101 -1.30767
C -2.53402 3.80686 -2.16198
C -1.15746 3.72555 -2.20889
C -0.48542 2.78239 -1.44833
Br 1.38592 3.08725 -1.45108
N -1.12488 1.85249 -0.70897
C -2.46211 2.01873 -0.63731
H -5.14479 3.86497 -1.58944
H -4.97731 2.97848 -0.07248
H -5.15868 2.09937 -1.58970
H -3.05754 4.54383 -2.75825
H -0.57981 4.40617 -2.81449
H -2.97157 1.35048 0.03232
O 1.45868 -1.52155 -0.32166
C 1.88041 -0.57244 -1.02219
O 1.12632 0.48199 -0.92359
C 3.02016 -0.62521 -1.90968
C 3.85129 -1.74197 -1.85485
C 4.95312 -1.85546 -2.69606
C 5.15860 -0.81885 -3.57868
O 6.13878 -0.70468 -4.49776
C 5.94666 0.56056 -5.14871
O 4.74512 1.12778 -4.62837
C 4.31554 0.28792 -3.64664
C 3.23219 0.42290 -2.82874
H 3.62795 -2.52697 -1.14477
H 5.61343 -2.70983 -2.66856
H 5.84142 0.39798 -6.22023
H 6.79113 1.21158 -4.92015
H 2.55341 1.26208 -2.89693
C 0.62424 -0.44898 -6.71822
N 0.22746 -0.77346 -5.35337
C -0.13143 -2.02343 -4.98969
C -0.48340 -2.31939 -3.71645
C -0.45603 -1.23255 -2.80020
O -0.74256 -1.49916 -1.52642
N -0.13018 -0.01825 -3.13791
C 0.24841 0.27943 -4.41752
O 0.60011 1.38832 -4.77600
H 0.51556 -1.33631 -7.33664
H 1.65712 -0.10608 -6.73334
H -0.00236 0.35252 -7.10228
H -0.11513 -2.76928 -5.77312
H -0.76794 -3.31411 -3.41437
Cl -3.23626 -0.30136 -2.30914
C -3.59672 -0.95483 -0.74809
C -2.72330 -0.78835 0.34939
C -3.32089 -1.14092 1.57529
Cl -2.55735 -0.90887 3.12002
C -4.58930 -1.72652 1.69048
Cl -5.23644 -2.17917 3.21862
C -5.34410 -1.98315 0.55644
Cl -6.86878 -2.75220 0.66956
C -4.84991 -1.56538 -0.67163
Cl -5.81823 -1.79399 -2.07262
```

Properties
Total charge   +1
Relative energy (zero: lowest compared OMol25 entry of this formula, charge and spin)   74.4 kJ/mol
HOMO level (alpha / beta)   -10.800 / -10.801 eV
M   1187.4 g mol⁻¹
Multiplicity   2

=====

No. 2
The following is a DFT calculation (wB97M-V/def2-TZVPD) of C37H43BrIN4O4PSb2Sc as an isolated structure at a distorted geometry.

XYZ file:
```
94
C37H43BrIN4O4PSb2Sc (wB97M-V/def2-TZVPD)
Sc -1.87254 -3.31837 -0.94598
C -3.80786 1.81599 2.44080
Sb -1.75829 2.47317 2.24520
C -1.98349 3.82558 0.52016
C -1.51850 4.02375 3.77145
C -0.38418 5.08893 3.59279
C -0.73069 6.34065 3.08980
C 0.14630 7.45127 3.12521
C 1.37061 7.32572 3.71195
C 1.71796 6.09700 4.23895
C 0.89686 4.97581 4.17821
C 1.43671 3.71811 4.72299
Sb 2.23479 2.36219 3.14153
C 2.35423 0.71564 4.57740
C 4.22219 3.22431 2.81926
H -4.10798 1.10111 1.67445
H -4.42096 2.75235 2.30462
H -3.85647 1.34128 3.44033
H -3.02940 3.96966 0.26540
H -1.46658 3.31267 -0.32967
H -1.47704 4.80150 0.70125
H -1.41214 3.43346 4.67394
H -2.49389 4.53841 3.80330
H -1.71337 6.51378 2.69647
H -0.22481 8.39752 2.71494
H 2.05401 8.19503 3.83559
H 2.77086 5.90540 4.57097
H 0.66589 3.07057 5.22855
H 2.24783 3.87277 5.39239
H 3.17914 1.01216 5.21676
H 2.41053 -0.28372 4.08041
H 1.49036 0.74305 5.23150
H 4.17861 4.29594 3.04651
H 4.58804 3.08731 1.79315
H 4.92961 2.63046 3.49103
O 0.08283 -2.54290 0.18829
C 0.53178 -3.35255 -0.70166
O -0.16024 -4.41735 -1.12900
C 1.93914 -3.16402 -1.23258
P 2.01086 -2.74144 -3.02267
C 3.78127 -2.13621 -3.04434
C 4.89231 -2.49346 -2.18536
C 6.19321 -2.04706 -2.50423
C 6.48320 -1.51093 -3.76594
C 5.40376 -1.17605 -4.54857
C 4.08110 -1.53924 -4.25893
C 0.55361 -0.62762 -3.09980
C 1.84690 1.07776 -4.43545
C 2.56583 1.73089 -3.40575
C 2.76150 1.18737 -2.12746
C 1.99356 0.32766 -1.39139
C 0.77138 -0.29774 -1.81661
H 2.52307 -4.05946 -1.04598
H 2.42759 -2.37116 -0.70641
H 4.72868 -3.23338 -1.39326
H 7.02916 -2.13905 -1.86448
H 7.46845 -1.39246 -4.13619
H 5.54860 -0.52799 -5.45646
H 3.26495 -1.47089 -5.02602
H 2.89522 2.02512 -5.95690
H 3.26970 2.38573 -3.90024
H 3.69702 1.34836 -1.58891
H 2.32897 0.07607 -0.35821
H 0.02388 -0.66907 -1.05631
N -1.21166 -1.32157 -4.56414
N 2.13192 1.39738 -5.70315
C -0.75304 -1.18100 -3.29890
O 0.96864 0.13061 -4.35694
O -1.33804 -1.79975 -2.30731
H -0.95770 -0.61191 -5.25506
H -2.04069 -1.88402 -4.66256
H 1.83947 0.93945 -6.51794
Br -3.12888 -5.28031 -2.68858
C -4.53899 -4.09583 -2.07564
C -5.86244 -4.54625 -2.19766
C -6.88319 -3.64233 -1.91584
C -6.52768 -2.33200 -1.49771
C -5.17400 -2.01079 -1.40019
N -4.19391 -2.94463 -1.56304
H -6.07897 -5.56183 -2.56203
H -7.91744 -3.82658 -1.91054
H -7.24180 -1.56173 -1.28661
H -4.82874 -0.95317 -1.24893
I -2.18527 -7.84615 3.36972
C -2.67850 -5.98377 2.43323
C -3.92823 -5.42137 2.67984
C -4.15051 -4.15329 2.08935
C -3.14069 -3.46554 1.49283
N -2.02154 -4.06378 1.13121
C -1.84199 -5.29670 1.51989
H -4.58982 -5.85974 3.42737
H -5.18813 -3.72678 2.15468
H -3.17369 -2.40910 1.39933
H -0.93808 -5.74694 1.22458
```

Properties
Total charge   +1
Relative energy (zero: lowest compared OMol25 entry of this formula, charge and spin)   779.2 kJ/mol
HOMO level (alpha / beta)   -6.790 / -6.413 eV
M   1134.0 g mol⁻¹

=====

No. 3
The following is a DFT calculation (wB97M-V/def2-TZVPD) of C37H43FN6O5Re as an isolated structure at a distorted geometry.

XYZ file:
```
93
C37H43FN6O5Re (wB97M-V/def2-TZVPD)
Re -0.43343 2.40619 1.26810
C -3.34000 1.07988 0.29792
N -2.75501 2.43642 0.54405
C -2.82362 3.09726 -0.79524
C -2.25489 4.49806 -0.99909
C -0.73523 4.69076 -0.82329
N -0.03650 3.44681 -0.50170
C 0.78159 3.00550 -1.39699
C 1.65283 1.86518 -1.32301
C 2.35455 1.53467 -2.49983
C 3.25897 0.50255 -2.53373
C 3.50988 -0.20398 -1.34926
C 2.85205 0.10281 -0.18365
C 1.89516 1.13582 -0.14228
O 1.28517 1.33783 0.98955
C -3.72869 2.98851 1.54265
C -3.73827 4.47842 1.80531
C -2.35291 4.99711 2.16046
N -1.44665 3.89717 2.52987
C -1.10255 3.92964 3.77793
C 0.10032 3.37997 4.33784
C 0.30480 3.30147 5.72220
C 1.56104 3.03559 6.21697
C 2.63840 2.91233 5.32925
C 2.46162 3.02521 3.96475
C 1.17814 3.22870 3.47006
O 0.97775 3.35138 2.14789
H -4.39020 1.19771 0.02392
H -3.28612 0.48386 1.20752
H -2.83817 0.56955 -0.51266
H -3.87501 3.12277 -1.10364
H -2.31982 2.41056 -1.47833
H -2.78646 5.22070 -0.39027
H -2.51736 4.75974 -2.02695
H -0.52264 5.39469 -0.01790
H -0.29936 5.11616 -1.73008
H 0.85187 3.57340 -2.32617
H 2.17263 2.12385 -3.38903
H 3.79838 0.27189 -3.43984
H 4.25041 -0.99374 -1.34539
H 3.05331 -0.42622 0.73728
H -3.51578 2.45863 2.47360
H -4.73798 2.70090 1.23570
H -4.42169 4.62232 2.64519
H -4.17123 5.04372 0.97957
H -2.41117 5.71749 2.97810
H -1.88043 5.53207 1.34110
H -1.69083 4.55896 4.44452
H -0.53489 3.44489 6.38983
H 1.72213 2.94808 7.28104
H 3.63139 2.73570 5.72076
H 3.28424 2.94407 3.27064
C 1.67284 -4.80283 1.68423
C 0.18443 -4.52228 1.58781
N -0.09644 -3.14346 1.15564
C -0.38600 -2.22762 2.08103
C -0.61637 -0.89413 1.82866
C -0.93912 -0.04220 3.03687
O -1.07548 -0.58374 4.11222
O -1.00287 1.23679 2.85208
C -0.58612 -0.45270 0.49993
O -0.83610 0.73527 0.11187
C -0.25541 -1.43159 -0.51724
C -0.13706 -1.04087 -1.85798
C 0.19238 -1.95520 -2.81192
F 0.25725 -1.55413 -4.09639
C 0.44516 -3.30597 -2.49908
C 0.34375 -3.68808 -1.17592
C -0.00897 -2.76850 -0.17665
N 0.80141 -4.28013 -3.46666
C 1.37559 -3.87466 -4.74472
C 1.94911 -5.12729 -5.43528
N 2.09377 -6.21129 -4.40982
C 0.74530 -6.66633 -3.92382
C -0.09939 -5.41279 -3.64327
H 1.82874 -5.83077 2.00587
H 2.13678 -4.14717 2.41889
H 2.18431 -4.65658 0.73297
H -0.28707 -4.63683 2.56305
H -0.33144 -5.20226 0.91019
H -0.44767 -2.56251 3.10945
H -0.30727 -0.01160 -2.13566
H 0.57348 -4.70968 -0.91814
H 2.16526 -3.14726 -4.56519
H 0.64314 -3.42220 -5.41851
H 2.92642 -4.94349 -5.87585
H 1.28738 -5.52314 -6.20410
H 2.60035 -5.82066 -3.60908
H 2.63311 -6.99991 -4.77412
H 0.91654 -7.27409 -3.03682
H 0.31646 -7.29070 -4.70659
H -0.69077 -5.56815 -2.74493
H -0.79918 -5.23226 -4.46830
```

Properties
Total charge   +2
Relative energy (zero: lowest compared OMol25 entry of this formula, charge and spin)   37.5 kJ/mol
HOMO level (alpha / beta)   -11.781 / -11.719 eV
M   857.0 g mol⁻¹
Multiplicity   2

=====

No. 4
The following is a DFT calculation (wB97M-V/def2-TZVPD) of C37H43GaNO2P as an isolated structure at a distorted geometry.

XYZ file:
```
85
C37H43GaNO2P (wB97M-V/def2-TZVPD)
O -5.61073 -2.22968 -3.52851
C -5.52478 -3.49251 -4.29680
C -6.62547 -3.17257 -5.28607
H -5.74144 -4.34963 -3.64653
H -4.54733 -3.57878 -4.79411
C -6.60106 -1.79760 -4.52554
H -7.51710 -3.78621 -5.14208
H -6.32052 -3.18026 -6.33330
C -7.94485 -1.47981 -3.87967
H -8.24212 -2.32439 -3.24011
H -8.72206 -1.37171 -4.64401
H -7.86548 -0.53060 -3.33044
C -6.03648 -0.63390 -5.33747
H -5.06638 -0.91311 -5.77562
H -5.93935 0.23648 -4.67024
H -6.71029 -0.36581 -6.16216
Ga -0.70581 -0.84548 1.90936
C 1.93514 1.21301 -0.99873
C 2.13083 -0.19756 -1.00666
C 1.39684 -0.73469 -2.08810
H 2.70822 -0.77598 -0.28862
C 0.82068 0.35240 -2.81265
C 1.08250 1.54486 -2.08984
H 0.70059 2.53033 -2.34825
H 2.39982 1.91216 -0.31284
H 1.30724 -1.79787 -2.28472
H 0.32129 0.35521 -3.77721
C -0.82189 2.02446 1.99319
C -0.78492 2.11778 0.58247
C -1.64528 1.17252 0.01914
H -0.23301 2.85509 -0.00082
C -2.20225 0.37012 1.07799
C -1.73948 0.98472 2.36345
H -2.22788 0.88176 3.33932
H -0.27737 2.67220 2.67872
H -1.95204 1.15538 -1.03156
H -3.08188 -0.26727 0.97760
O -1.03261 -1.14549 -2.49424
C -2.12959 -0.32862 -2.96269
C -2.64214 -1.24359 -4.04001
H -1.78431 0.65397 -3.28403
H -2.92262 -0.24949 -2.19607
C -2.77341 -2.53402 -3.17403
H -1.89161 -1.41919 -4.82994
H -3.56668 -0.88237 -4.48252
C -1.58314 -2.42489 -2.20294
H -2.76731 -3.48628 -3.71534
H -3.70912 -2.46369 -2.59022
H -0.86450 -3.24257 -2.34487
H -1.95856 -2.45631 -1.16621
N 1.05730 -0.83604 1.82066
P 2.22746 -0.62138 2.88446
C 3.16315 0.92036 2.62745
C 4.17308 0.94840 1.64776
C 4.84674 2.13096 1.34867
C 4.55247 3.30521 2.05868
C 3.55329 3.27877 3.03979
C 2.84234 2.10523 3.31246
C 1.73325 -0.67675 4.63636
C 0.77951 0.24764 5.09581
C 0.32222 0.19812 6.41106
C 0.81958 -0.75887 7.29435
C 1.69953 -1.73334 6.82231
C 2.12181 -1.72559 5.49252
C 3.61971 -1.77903 2.82006
C 4.78144 -1.57175 3.59665
C 5.82539 -2.49404 3.53352
C 5.74458 -3.58552 2.66557
C 4.62388 -3.74543 1.84279
C 3.55302 -2.85181 1.92656
H 4.43754 0.03565 1.09777
H 5.59066 2.14286 0.54683
H 5.09138 4.23132 1.83702
H 3.30861 4.18789 3.59510
H 2.03666 2.11454 4.04541
H 0.38903 1.02227 4.42932
H -0.43003 0.91302 6.73527
H 0.48671 -0.77683 8.33301
H 2.05639 -2.51710 7.48934
H 2.77764 -2.51864 5.12686
H 4.87275 -0.69247 4.24099
H 6.70885 -2.35363 4.16151
H 6.55928 -4.30673 2.61985
H 4.56899 -4.56301 1.12953
H 2.66304 -2.96477 1.30016
```

Properties
Relative energy (zero: lowest compared OMol25 entry of this formula, charge and spin)   21.4 kJ/mol
HOMO level (alpha / beta)   -7.068 / -5.781 eV
M   634.5 g mol⁻¹

=====

No. 5
The following is a DFT calculation (wB97M-V/def2-TZVPD) of C37H43HfN12OS as an isolated structure at a distorted geometry.

XYZ file:
```
95
C37H43HfN12OS (wB97M-V/def2-TZVPD)
Hf -0.36232 0.12002 0.48168
C -3.07157 0.76700 -4.93202
C -3.36899 -0.68991 -4.41629
N -3.56804 -0.67524 -2.93680
C -2.52894 -0.73495 -2.11607
S -2.80944 -0.45697 -0.38516
N -1.35814 -1.09603 -2.55582
N -0.43258 -0.94935 -1.64114
C 0.62826 -1.67697 -1.88825
C 0.65674 -2.54827 -3.15743
C 1.77562 -1.60637 -0.98433
C 2.97823 -2.33577 -1.02732
C 4.04860 -2.13696 -0.13302
C 3.94887 -1.03013 0.71650
C 2.74597 -0.34178 0.84172
N 1.66419 -0.65251 0.03441
H -2.65810 0.75860 -6.00452
H -4.05372 1.17582 -4.94096
H -2.47190 1.20937 -4.13366
H -4.26537 -1.05013 -4.91822
H -2.57106 -1.42004 -4.54824
H -4.44502 -0.60427 -2.48666
H 1.66861 -2.89227 -3.39737
H -0.04030 -3.46014 -3.07429
H 0.31557 -2.07909 -4.08795
H 3.19855 -3.12365 -1.75426
H 4.93796 -2.73696 -0.26888
H 4.77828 -0.87992 1.35583
H 2.56646 0.37868 1.63800
C -1.08511 2.57926 2.53766
N -1.98766 1.82737 1.59582
C -2.64978 2.59994 0.47331
C -1.83508 2.55039 -0.78378
N -0.90396 1.69586 -1.06928
C -0.40925 2.05145 -2.34763
C 0.58685 1.42483 -3.15179
C 0.70883 1.98804 -4.41145
C -0.08236 3.04575 -4.87293
C -0.98344 3.66727 -4.12029
C -1.16184 3.10488 -2.83025
N -2.02053 3.43116 -1.75867
C 0.18589 2.90559 1.85808
N 0.87796 2.00848 1.12001
C 1.68941 2.83664 0.34320
C 2.51514 2.42882 -0.68079
C 3.23348 3.41627 -1.33654
C 3.03248 4.80001 -1.06810
C 2.17007 5.22919 -0.02144
C 1.48285 4.21126 0.60574
N 0.51893 4.18124 1.65325
H -0.98284 1.88469 3.36550
H -1.53862 3.50093 2.91033
H -2.75064 1.49662 2.06114
H -2.73812 3.61101 0.77288
H -3.61961 2.20129 0.33583
H 1.16838 0.56582 -2.87616
H 1.56962 1.70241 -5.06210
H 0.20445 3.48703 -5.82431
H -1.51608 4.48826 -4.42221
H -2.66625 4.18336 -1.70631
H 2.58411 1.43203 -1.04484
H 4.05871 3.21794 -2.12819
H 3.54601 5.55578 -1.62054
H 1.93519 6.22163 0.20556
H 0.07835 4.98614 2.08325
N 1.22210 -0.12645 5.30680
C 0.88690 0.53526 4.20203
N 0.94642 -0.13356 3.09485
C 1.41274 -1.38790 3.46826
C 1.84699 -2.50809 2.80928
C 2.35745 -3.60214 3.47665
C 2.31487 -3.67750 4.90153
C 1.82893 -2.56163 5.65764
C 1.58293 -1.40222 4.87571
H 1.28479 0.20535 6.21981
H 0.69615 1.61374 4.19262
H 1.91790 -2.54563 1.73781
H 2.76019 -4.49920 3.02771
H 2.53442 -4.63008 5.38277
H 1.86076 -2.49941 6.78862
C -2.41351 -4.84750 1.84957
N -1.67953 -3.68441 1.36965
C -0.99683 -3.77109 0.08606
C -1.57640 -2.59314 2.05359
C -2.12277 -2.36047 3.37957
O -0.80493 -1.59443 1.60863
H -2.58419 -5.55227 1.01761
H -3.32478 -4.53516 2.25623
H -1.83625 -5.37122 2.65242
H 0.11037 -3.59401 0.16500
H -1.36642 -3.11509 -0.59682
H -1.23040 -4.80124 -0.24193
H -2.74220 -3.11731 3.83296
H -2.75887 -1.51075 3.34697
H -1.24878 -2.08296 4.01491
```

Properties
Total charge   +3
Relative energy (zero: lowest compared OMol25 entry of this formula, charge and spin)   292.3 kJ/mol
HOMO level   -15.425 eV
M   882.4 g mol⁻¹